No. 1
Below is C22H29IrN4O2P as an isolated structure, with properties calculated with wB97M-V/def2-TZVPD.

Calculated values
Molar mass, g/mol: 604.69
⟨S²⟩: 0.75
Multiplicity: 2
Relative energy (zero: lowest compared OMol25 entry of this formula, charge and spin), kcal/mol: 0.0
Total charge: +4
HOMO-LUMO gap (spin up / spin down), eV: 6.23 / 6.08

XYZ file:
```
59
Properties=species:S:1:pos:R:3:forces:R:3
C 3.335908 1.592379 -2.386792 -0.02 -0.01 0.00
O -2.832807 2.502626 1.097705 0.06 -0.07 -0.01
C 2.767920 -0.555716 -1.459248 0.00 0.04 -0.05
H 2.074746 0.180289 -3.383721 0.02 -0.02 -0.02
H 1.590735 -1.662955 3.628705 0.03 0.01 -0.01
H -3.651057 3.177071 -0.713845 0.00 0.01 0.00
C 1.959607 0.008235 4.989269 -0.01 0.00 0.01
N -1.362245 -0.233448 -0.665447 -0.01 0.01 -0.09
C 1.376955 -4.508816 -4.756869 -0.04 0.05 0.10
H 2.035977 -1.678694 6.286720 0.01 0.00 0.00
H 0.142330 -0.772834 4.098616 0.00 -0.01 -0.02
H 1.619954 1.033560 5.135347 0.00 0.00 0.01
C 3.247611 -2.515271 -4.069830 0.01 -0.03 -0.08
C 1.198092 -0.669104 3.841786 -0.08 0.00 0.02
P 2.098115 -2.134319 -1.649581 -0.02 -0.02 0.10
H 4.674966 2.771615 -1.197729 0.00 0.00 0.00
H -0.976323 -0.050076 -1.591143 -0.02 -0.01 0.01
C 0.146593 -4.487762 1.594176 -0.03 0.05 0.03
H 3.983585 -1.775972 -3.782520 0.00 0.02 -0.01
C 2.669822 0.389057 -2.503003 0.04 0.04 0.01
C 1.380904 -2.947125 -0.321173 -0.01 0.01 -0.04
H 4.903735 1.097477 0.594545 -0.02 0.00 0.00
C 3.348589 -3.158490 -5.280036 -0.05 0.02 0.08
C 2.417453 -4.147041 -5.620218 0.06 0.03 -0.05
C 0.598553 -2.258737 0.675550 0.16 0.06 -0.12
H 3.034403 0.023153 4.813834 0.01 -0.01 -0.01
H 3.678915 -1.057250 0.443637 -0.01 0.02 0.01
H 4.149722 -2.913469 -5.963808 0.01 0.01 0.01
H 3.263175 2.330755 -3.174097 0.01 0.00 0.00
H 0.446639 -4.148402 -2.870772 0.00 -0.02 0.02
H -3.078929 0.946971 -0.956790 0.02 0.01 -0.02
H -1.898267 -1.100994 -0.714563 0.02 -0.02 0.03
H -0.672204 -2.678122 2.350071 0.00 0.00 0.01
H 0.774308 -0.661137 6.620037 0.00 -0.01 0.00
H 0.665508 -5.265224 -5.058650 -0.01 -0.01 0.01
H 2.190965 -4.836551 -1.056172 0.00 0.00 -0.01
C 0.952010 -5.125561 0.646564 0.03 -0.05 -0.03
H 0.891855 1.076243 2.818785 0.02 0.01 -0.02
H 1.090778 -6.197678 0.671138 0.00 0.00 0.00
H -4.727831 2.115070 0.292031 0.00 0.00 0.00
N -2.266147 0.828148 -0.367410 0.06 -0.05 0.04
Ir 0.117570 -0.293838 0.851393 -0.36 -0.01 0.33
C -3.985707 2.911723 0.287628 -0.01 -0.02 0.00
N 1.750715 -0.694597 6.309285 0.00 0.01 -0.01
C 1.555466 -4.365875 -0.316412 -0.05 0.02 -0.01
C 3.554460 -0.292361 -0.314673 -0.04 0.00 0.01
H 2.504118 -4.644861 -6.578808 0.00 0.00 0.00
C 2.199983 -2.879582 -3.174485 -0.08 -0.13 -0.06
H 2.242310 0.318806 2.342457 0.04 -0.09 0.05
O -1.082494 1.253038 1.509944 0.09 0.18 -0.08
C 1.259973 -3.891750 -3.536110 0.08 -0.01 -0.09
N 1.271827 0.150897 2.603852 0.08 0.03 -0.14
H -4.376575 3.786600 0.792340 -0.01 0.00 0.01
H -0.366202 -5.085562 2.338507 0.00 0.01 0.00
C -0.013293 -3.106593 1.603694 0.01 -0.09 0.01
H 2.307326 -0.244288 7.045907 0.00 0.00 0.00
C 4.239913 0.900429 -0.237552 0.04 0.06 0.01
C 4.124586 1.841298 -1.264609 0.01 -0.03 0.01
C -2.061436 1.540323 0.762826 -0.05 0.02 0.02
```
Forces are in eV/Å.

Mulliken atomic charge list, values in e, 5 entries: -0.8323, -0.2974, 0.6873, 0.5650, 0.4499



No. 2
Below is an isolated ion of composition C5H6N and charge +1 at a distorted geometry, with properties calculated with wB97M-V/def2-TZVPD.

Calculated values
Molar mass, g/mol: 80.11
Relative energy (zero: lowest compared OMol25 entry of this formula, charge and spin), kcal/mol: 76.5
Total charge: +1
HOMO-LUMO gap, eV: 9.77

XYZ file:
```
12
Properties=species:S:1:pos:R:3:forces:R:3
C -3.057518 -0.377154 -0.831261 1.11 -4.81 -0.36
H 3.698790 0.864008 0.332444 0.47 0.26 -0.04
H -3.763900 0.282692 -1.257071 -0.70 0.66 0.00
H 3.455416 -0.497274 1.386614 -0.06 0.03 0.46
C 2.990570 0.411403 1.016381 0.71 0.74 -0.09
H 2.675787 1.183161 1.758023 0.54 -0.81 -0.15
H -3.185261 -0.839355 0.192831 -0.63 1.16 -1.02
H -2.949055 -1.389497 -1.494984 -0.65 2.51 1.16
C 1.835143 0.132747 0.260824 -3.38 0.09 -0.19
C 0.662983 0.117585 -0.110178 1.72 -0.60 0.39
N -1.724459 0.122171 -0.834197 1.75 -0.60 1.28
C -0.638497 -0.010486 -0.419427 -0.88 1.36 -1.44
```
Forces are in eV/Å.

Mulliken atomic charge list, values in e, 5 entries: -0.6083, 0.3309, 0.2727, 0.3412, -0.9890



No. 3
Below is a single C19H24BrNO4 molecule, with properties calculated with wB97M-V/def2-TZVPD.

Calculated values
Molar mass, g/mol: 410.31
Relative energy (zero: lowest compared OMol25 entry of this formula, charge and spin), kcal/mol: 0.8
Total charge: 0
HOMO-LUMO gap, eV: 8.71

XYZ file:
```
49
Properties=species:S:1:pos:R:3:forces:R:3
H -3.401085 -0.285009 2.611266 0.05 0.00 0.00
C 0.837790 2.397175 1.631753 -0.51 0.43 0.08
C -2.371236 -0.505741 2.912269 -0.09 0.20 0.10
H -0.253213 1.152727 -2.479651 -0.02 0.01 -0.05
C -1.781594 -1.562176 0.865770 0.02 -0.12 0.15
H -0.422843 4.046685 1.054090 0.01 -0.12 0.01
H 2.349730 4.104636 0.731809 -0.07 0.02 0.00
C 1.498597 0.060846 -0.012061 -0.12 0.29 0.19
H -2.579644 0.439988 -3.128740 -0.09 0.03 0.01
O -0.957670 -3.751466 1.074413 -0.18 0.43 0.03
C 3.774572 0.465228 0.661533 -0.08 0.08 0.04
N -0.865906 2.199327 -0.807618 -0.19 0.17 0.07
H 3.579544 -2.302278 -1.281853 0.03 -0.06 -0.04
H 4.487942 1.066687 1.202430 0.07 0.04 0.05
H -1.689384 2.688401 -0.463895 0.05 -0.04 -0.04
H -1.153414 -5.410140 -0.159386 0.03 0.03 0.01
C -2.337040 0.725230 -2.104227 0.41 0.05 0.01
H 0.103871 1.598147 1.519411 0.05 -0.03 0.02
H 0.496757 -4.734417 -0.032381 -0.04 0.00 0.01
H -1.752558 0.386944 2.764173 -0.03 -0.04 -0.02
C -2.139570 -0.472779 0.093272 -0.04 -0.17 0.24
C 0.496418 3.569784 0.692310 0.01 -0.70 -0.10
C -1.543670 -1.647000 -1.899261 -0.10 0.22 0.03
H -1.348799 2.499702 -2.859546 0.09 -0.09 0.04
C 2.425849 0.829762 0.683133 0.29 -0.39 -0.20
Br 6.008990 -1.132532 -0.061770 -0.18 0.05 0.01
H 1.154534 2.555002 -1.106992 0.02 0.05 0.01
H -0.228361 -5.588619 1.351377 0.00 0.01 -0.09
H 1.190998 -1.640936 -1.246898 -0.06 -0.04 -0.03
H -3.199315 1.243118 -1.678294 -0.09 0.03 -0.06
H -1.445798 -1.691025 -2.973963 0.00 0.00 -0.13
C 0.271282 3.096335 -0.752647 0.03 0.32 0.17
C -0.434442 -4.927290 0.511380 0.09 -0.19 -0.11
H 0.453821 0.323082 -0.039309 -0.15 0.10 0.02
O -1.856951 -1.617086 2.225905 0.14 -0.26 -0.38
C -1.143950 1.689056 -2.138199 -0.22 0.05 -0.10
C -1.189641 -2.756324 -1.141057 0.03 -0.24 0.25
C -1.291570 -2.729460 0.238302 0.02 -0.05 0.12
C -2.015711 -0.498808 -1.294882 -0.07 -0.13 -0.20
H -2.356324 -0.779218 3.966139 -0.02 0.07 -0.06
H -0.831590 -3.640081 -1.645275 0.05 -0.11 0.01
O 2.161080 1.947095 1.413501 0.20 0.10 -0.10
C 3.253307 -1.431485 -0.735751 0.09 -0.08 -0.05
C 4.165121 -0.652894 -0.042826 0.12 0.00 0.01
O 1.494079 4.554059 0.759585 0.30 0.22 -0.02
H -2.514336 0.424159 0.559134 -0.03 0.06 0.12
H 0.149814 3.989039 -1.390091 0.08 -0.12 0.07
C 1.922919 -1.057188 -0.710724 0.17 -0.06 -0.01
H 0.828618 2.761748 2.664336 -0.04 -0.06 -0.14
```
Forces are in eV/Å.

Mulliken atomic charge list, values in e, 5 entries: 0.3574, -0.1964, -0.7426, 0.3575, 0.6288



No. 4
Below is a single C3H5N3OS molecule at a distorted geometry, with properties calculated with wB97M-V/def2-TZVPD.

Calculated values
Molar mass, g/mol: 131.16
Relative energy (zero: lowest compared OMol25 entry of this formula, charge and spin), kcal/mol: 109.7
Total charge: 0
HOMO-LUMO gap, eV: 8.54

XYZ file:
```
13
Properties=species:S:1:pos:R:3:forces:R:3
N -0.910990 -1.564907 1.005820 1.68 1.10 -2.44
H -2.021117 1.411492 0.744351 -0.64 1.35 0.30
N 1.084559 0.375561 -0.065094 2.51 -0.80 -0.74
C 2.324676 0.203697 -0.352598 -1.38 0.29 2.43
H -0.039309 -1.499010 0.396044 -1.36 -0.54 1.12
C -0.917392 0.738546 -0.978738 -0.67 0.64 -1.69
H 2.624385 0.323136 -1.355888 0.78 -0.15 -0.99
C -1.395266 0.620899 0.465007 0.39 -0.20 -2.02
H 2.961769 0.012331 0.522984 -0.07 0.15 -0.73
N -1.426789 -0.348756 1.256742 -0.52 -0.76 1.17
O 0.421342 0.547106 -1.284559 -2.32 0.31 1.04
S -1.934602 1.209511 -2.216273 1.27 -0.70 1.68
H -0.771268 -2.029604 1.862201 0.32 -0.70 0.89
```
Forces are in eV/Å.

Mulliken atomic charge list, values in e, 5 entries: -0.4116, 0.4249, -0.3648, -0.3706, 0.2854



Question: Which of these has the highest molar mass?
Answer: C22H29IrN4O2P



Question: Which value of total charge does entry 2 give?
Answer: +1



Question: relative energy (zero: lowest compared OMol25 entry of this formula, charge and spin) of number 4 (C3H5N3OS)?
Answer: 109.7 kcal/mol



Question: Which of these has the lowest relative energy (zero: lowest compared OMol25 entry of this formula, charge and spin)?
Answer: C22H29IrN4O2P